(1)
DFT (ωB97M-V/def2-TZVPD) results for a cluster of 2 separate species, C4H8N2O in total.

Each atom is followed by the atoms it is bonded to, with distances in Å.
Geometry (Å):
1 H 2.405 -0.496 1.128  C11 1.111
2 H 1.842 0.298 -1.021  C4 1.056
3 O -0.926 -2.494 -0.527  H6 0.957, H8 0.993
4 C 0.868 0.450 -0.643  H2 1.056, C13 1.389, N15 1.383
5 H -2.110 1.582 -0.635  C9 1.060
6 H -0.754 -1.554 -0.480  O3 0.957
7 H -0.206 0.952 -2.414  N15 1.019
8 H -0.111 -2.883 -0.113  O3 0.993
9 C -1.213 1.046 -0.457  H5 1.060, N10 1.352, N15 1.389
10 N -0.772 0.707 0.775  C9 1.352, C13 1.330
11 C 1.534 -0.045 1.649  H1 1.111, H12 1.098, C13 1.457, H14 1.102
12 H 1.094 -0.837 2.269  C11 1.098
13 C 0.510 0.361 0.695  C4 1.389, N10 1.330, C11 1.457
14 H 1.847 0.726 2.371  C11 1.102
15 N -0.198 0.907 -1.396  C4 1.383, H7 1.019, C9 1.389

The calculation puts the energy above the lowest of the compared OMol25 structures with the same formula, charge and spin at 33.01 kcal/mol. The calculation puts the LUMO energy at 0.02864 Ha.

***

(2)
DFT (ωB97M-V/def2-TZVPD) results for an isolated molecule of C16H16N4O3S.

Each atom is followed by the atoms it is bonded to, with distances in Å.
Geometry (Å):
1 H -1.102 -1.935 -6.376  C13 1.090
2 H 3.234 1.471 2.490  C32 1.080
3 C 2.317 1.484 4.409  C8 1.388, H24 1.079, C32 1.382
4 C -2.830 -0.555 -2.454  N25 1.327, S29 1.730, C30 1.407
5 C 1.150 0.960 2.372  C27 1.396, C32 1.390, C37 1.510
6 H 0.087 -1.153 1.272  C36 1.090
7 H 3.016 0.692 0.487  O21 0.965
8 C 1.135 1.306 5.116  C3 1.388, C26 1.392, N40 1.440
9 H 0.272 1.299 0.465  C37 1.096
10 H -0.789 -0.198 -6.459  C13 1.090
11 N 0.368 -0.982 -0.750  C34 1.359, C36 1.438, H39 1.007
12 H -2.433 -0.811 -6.664  C13 1.086
13 C -1.501 -0.952 -6.124  H1 1.090, H10 1.090, H12 1.086, C17 1.491
14 C -0.834 -0.932 -3.649  C17 1.360, C30 1.432, C33 1.497
15 O 2.183 1.766 7.080  N40 1.213
16 H 0.952 -2.055 -3.305  C33 1.090
17 C -1.742 -0.839 -4.657  C13 1.491, C14 1.360, S29 1.749
18 H 1.776 -1.337 0.722  C36 1.094
19 H -3.689 -0.262 0.618  C20 1.082
20 C -3.055 -0.403 -0.248  H19 1.082, N23 1.323, N25 1.312
21 O 2.242 1.180 0.181  H7 0.965, C37 1.405
22 H 1.219 -0.321 -3.590  C33 1.091
23 N -1.765 -0.573 -0.006  C20 1.323, C34 1.334
24 H 3.214 1.759 4.942  C3 1.079
25 N -3.644 -0.376 -1.420  C4 1.327, C20 1.312
26 C -0.046 0.968 4.462  C8 1.392, C27 1.378, H35 1.079
27 C -0.033 0.798 3.094  C5 1.396, C26 1.378, H31 1.080
28 O 0.079 1.330 7.129  N40 1.213
29 S -3.373 -0.551 -4.096  C4 1.730, C17 1.749
30 C -1.442 -0.764 -2.363  C4 1.407, C14 1.432, C34 1.416
31 H -0.941 0.544 2.569  C27 1.080
32 C 2.318 1.310 3.039  H2 1.080, C3 1.382, C5 1.390
33 C 0.623 -1.188 -3.877  C14 1.497, H16 1.090, H22 1.091, H38 1.086
34 C -0.941 -0.757 -1.038  N11 1.359, N23 1.334, C30 1.416
35 H -0.951 0.848 5.037  C26 1.079
36 C 0.847 -0.774 0.589  H6 1.090, N11 1.438, H18 1.094, C37 1.552
37 C 1.110 0.728 0.880  C5 1.510, H9 1.096, O21 1.405, C36 1.552
38 H 0.808 -1.385 -4.929  C33 1.086
39 H 1.029 -0.818 -1.492  N11 1.007
40 N 1.131 1.481 6.545  C8 1.440, O15 1.213, O28 1.213

The calculation puts the energy above the lowest of the compared OMol25 structures with the same formula, charge and spin at 86.18 kcal/mol. The calculation puts the LUMO energy at -0.01829 Ha.

***

Number 1: Kohn-Sham gap 9.49 eV, energy -9304.9619 eV. Number 2: Kohn-Sham gap 7.69 eV, energy -39788.0098 eV.